Entry 1:
{
  "formula": "C32H38Cl48N3O",
  "method": "the ωB97M-V functional and the def2-TZVPD basis",
  "species": ["O", "C", "N", "C", "C", "N", "C", "C", "C", "C", "C", "C", "C", "C", "C", "C", "C", "C", "C", "N", "C", "C", "C", "C", "H", "H", "H", "H", "H", "H", "H", "H", "H", "H", "H", "H", "H", "H", "H", "H", "H", "H", "H", "H", "H", "H", "H", "H", "H", "H", "H", "H", "H", "H", "H", "H", "H", "H", "H", "H", "H", "H", "C", "Cl", "Cl", "Cl", "Cl", "C", "Cl", "Cl", "Cl", "Cl", "C", "Cl", "Cl", "Cl", "Cl", "C", "Cl", "Cl", "Cl", "Cl", "C", "Cl", "Cl", "Cl", "Cl", "C", "Cl", "Cl", "Cl", "Cl", "C", "Cl", "Cl", "Cl", "Cl", "C", "Cl", "Cl", "Cl", "Cl", "C", "Cl", "Cl", "Cl", "Cl", "C", "Cl", "Cl", "Cl", "Cl", "C", "Cl", "Cl", "Cl", "Cl", "C", "Cl", "Cl", "Cl", "Cl"],
  "coordinates": [[-1.566, -3.338, -1.374], [-2.455, -2.658, -0.550], [-1.743, -2.025, 0.631], [-2.330, -0.708, 1.044], [-3.850, -0.642, 0.906], [-4.362, -1.211, -0.345], [-3.304, -1.617, -1.271], [-3.909, -2.183, -2.566], [-3.977, -1.089, -3.629], [-5.000, 0.005, -3.340], [-4.729, 1.302, -4.095], [-3.551, 2.101, -3.550], [-3.561, 2.280, -2.042], [-2.482, 3.255, -1.564], [-2.115, 2.976, -0.092], [-0.624, 3.014, 0.207], [0.111, 1.708, -0.080], [-0.022, 1.158, -1.498], [0.574, -0.227, -1.677], [2.015, -0.263, -1.819], [2.961, 0.640, -1.432], [4.205, 0.142, -1.752], [3.997, -1.115, -2.369], [2.640, -1.329, -2.413], [-0.895, -3.775, -0.831], [-3.156, -3.374, -0.111], [-0.772, -1.857, 0.347], [-1.701, -2.653, 1.438], [-1.927, 0.029, 0.358], [-2.012, -0.434, 2.041], [-4.341, -1.049, 1.788], [-4.064, 0.426, 0.902], [-4.885, -2.060, -0.156], [-2.699, -0.761, -1.572], [-4.924, -2.505, -2.337], [-3.293, -2.984, -2.958], [-4.281, -1.583, -4.551], [-2.986, -0.680, -3.832], [-5.116, 0.215, -2.279], [-5.971, -0.355, -3.673], [-4.504, 1.046, -5.132], [-5.651, 1.879, -4.099], [-2.619, 1.649, -3.894], [-3.618, 3.097, -3.987], [-4.528, 2.682, -1.731], [-3.459, 1.307, -1.553], [-1.608, 3.156, -2.202], [-2.865, 4.264, -1.690], [-2.578, 2.060, 0.273], [-2.577, 3.772, 0.491], [-0.125, 3.849, -0.281], [-0.502, 3.177, 1.278], [1.163, 1.909, 0.095], [-0.151, 0.942, 0.652], [0.332, 1.872, -2.238], [-1.092, 1.054, -1.704], [0.271, -0.834, -0.814], [0.120, -0.686, -2.550], [2.741, 1.579, -0.968], [5.109, 0.667, -1.518], [4.781, -1.757, -2.724], [2.175, -2.198, -2.840], [-3.119, 4.528, -6.953], [-1.994, 4.613, -5.592], [-4.619, 5.356, -6.522], [-2.398, 5.301, -8.363], [-3.467, 2.835, -7.322], [-9.088, 1.530, -4.165], [-8.438, 2.701, -5.315], [-10.845, 1.647, -4.125], [-8.612, -0.100, -4.657], [-8.434, 1.865, -2.554], [-1.398, -5.182, 2.086], [-0.878, -6.572, 3.008], [-1.875, -3.875, 3.193], [-0.079, -4.568, 1.055], [-2.773, -5.616, 1.061], [1.900, -8.973, 0.445], [1.533, -7.241, 0.515], [2.933, -9.301, -0.945], [2.729, -9.452, 1.926], [0.390, -9.875, 0.291], [1.717, 2.380, 3.555], [1.609, 4.108, 3.230], [2.776, 1.613, 2.367], [2.371, 2.120, 5.171], [0.096, 1.655, 3.460], [1.808, -6.651, -4.093], [0.976, -5.544, -5.192], [1.704, -6.029, -2.438], [1.043, -8.238, -4.167], [3.502, -6.786, -4.559], [6.196, 3.400, 7.438], [6.555, 2.117, 8.595], [5.771, 4.877, 8.306], [7.606, 3.699, 6.422], [4.834, 2.906, 6.415], [6.040, -0.452, 11.869], [5.482, -1.730, 12.951], [4.647, 0.372, 11.159], [7.009, 0.711, 12.775], [7.020, -1.156, 10.578], [4.097, 3.176, -5.045], [3.117, 4.589, -4.619], [3.508, 2.492, -6.565], [5.782, 3.665, -5.231], [3.968, 1.959, -3.752], [-2.784, -1.028, 6.360], [-2.982, -1.488, 4.645], [-2.623, 0.723, 6.430], [-4.192, -1.558, 7.267], [-1.331, -1.788, 7.002], [6.257, -1.586, 1.892], [5.400, -2.736, 2.932], [7.535, -2.428, 1.015], [5.122, -0.876, 0.732], [6.963, -0.309, 2.886], [9.562, 6.550, 4.199], [10.164, 7.700, 3.005], [7.815, 6.738, 4.376], [9.919, 4.902, 3.666], [10.344, 6.845, 5.754]],
  "homo_lumo_gap_ev": 7.3,
  "charge": 1,
  "relative_energy_kj_mol": 0.00,
  "total_energy_ha": -23570.43447,
  "spin_multiplicity": 1,
  "lumo_energy_ev": -3.04
}

=====

Entry 2:
{
  "formula": "C32H38MgN6O5S2Se",
  "method": "the ωB97M-V functional and the def2-TZVPD basis",
  "species": ["Mg", "N", "C", "S", "N", "N", "C", "C", "C", "C", "C", "C", "C", "O", "H", "H", "H", "H", "H", "H", "H", "C", "C", "C", "C", "C", "C", "C", "S", "O", "O", "N", "C", "C", "O", "O", "H", "H", "H", "H", "H", "H", "H", "H", "H", "C", "C", "C", "C", "N", "C", "Se", "N", "C", "C", "C", "C", "C", "C", "C", "C", "C", "C", "H", "H", "H", "H", "H", "H", "H", "H", "H", "H", "H", "H", "H", "H", "H", "H", "H", "H", "H", "H", "H", "H"],
  "coordinates": [[-0.607, 0.758, -0.216], [-4.216, 0.464, 2.241], [-2.996, 1.001, 1.838], [-2.986, 2.312, 0.690], [-1.963, 0.482, 2.472], [-0.755, 0.882, 1.863], [0.267, 1.000, 2.610], [1.531, 1.637, 2.160], [2.519, 1.849, 3.124], [3.656, 2.611, 2.884], [3.787, 3.215, 1.624], [2.834, 3.015, 0.649], [1.700, 2.186, 0.842], [0.871, 1.978, -0.136], [-4.901, 0.607, 1.520], [-4.120, -0.508, 2.497], [0.166, 0.763, 3.669], [2.368, 1.407, 4.107], [4.402, 2.756, 3.656], [4.650, 3.839, 1.410], [2.928, 3.491, -0.320], [-0.109, -4.403, -5.914], [-0.593, -3.432, -4.855], [-1.638, -3.768, -3.998], [-2.090, -2.872, -3.038], [-1.483, -1.628, -2.903], [-0.426, -1.281, -3.740], [0.005, -2.180, -4.712], [-2.271, -0.410, -1.852], [-3.596, -0.327, -2.437], [-1.468, 0.845, -2.036], [-2.257, -0.808, -0.364], [-1.602, -2.055, 0.100], [-0.091, -2.116, -0.171], [0.483, -3.208, -0.012], [0.425, -0.992, -0.562], [-0.843, -5.196, -6.088], [0.836, -4.874, -5.612], [0.076, -3.889, -6.863], [-2.116, -4.740, -4.093], [-2.934, -3.127, -2.402], [0.036, -0.306, -3.623], [0.819, -1.903, -5.378], [-2.035, -2.962, -0.300], [-1.724, -2.097, 1.181], [5.603, -3.778, 0.705], [5.585, -3.732, -0.824], [4.310, -4.341, -1.417], [3.068, -3.455, -1.301], [3.164, -2.260, -2.150], [3.251, -0.951, -1.700], [3.752, -0.302, -0.078], [3.017, -0.179, -2.813], [2.886, 1.278, -2.791], [4.194, 1.967, -3.152], [4.071, 3.487, -3.227], [3.100, 3.968, -4.311], [2.870, -0.962, -3.949], [2.734, -0.627, -5.284], [2.658, -1.673, -6.207], [2.702, -3.003, -5.785], [2.838, -3.326, -4.431], [2.938, -2.283, -3.528], [6.522, -3.329, 1.103], [5.542, -4.815, 1.066], [4.762, -3.211, 1.120], [6.456, -4.267, -1.216], [5.667, -2.687, -1.146], [4.081, -5.281, -0.900], [4.482, -4.584, -2.473], [2.888, -3.117, -0.291], [2.172, -3.995, -1.590], [2.544, 1.563, -1.796], [2.098, 1.529, -3.504], [4.552, 1.581, -4.115], [4.928, 1.689, -2.392], [5.062, 3.906, -3.416], [3.745, 3.867, -2.256], [3.333, 3.504, -5.279], [3.158, 5.053, -4.437], [2.062, 3.725, -4.059], [2.686, 0.412, -5.602], [2.556, -1.447, -7.264], [2.635, -3.799, -6.519], [2.864, -4.360, -4.099]],
  "homo_lumo_gap_ev": 5.6,
  "charge": -2,
  "relative_energy_kj_mol": 97.60,
  "total_energy_ha": -5345.07985,
  "spin_multiplicity": 1,
  "lumo_energy_ev": 4.07
}

=====

Entry 3:
{
  "formula": "C32H38N5O4RhS",
  "method": "the ωB97M-V functional and the def2-TZVPD basis",
  "species": ["Rh", "C", "C", "C", "N", "C", "C", "C", "C", "C", "C", "C", "N", "C", "C", "C", "N", "C", "C", "C", "C", "C", "C", "C", "N", "C", "C", "H", "H", "H", "H", "H", "H", "H", "H", "H", "H", "H", "H", "H", "H", "H", "H", "H", "H", "H", "H", "H", "H", "H", "H", "H", "H", "C", "C", "C", "C", "C", "C", "C", "S", "O", "O", "N", "C", "C", "C", "O", "O", "H", "H", "H", "H", "H", "H", "H", "H", "H", "H", "H", "H"],
  "coordinates": [[1.009, 0.252, 0.406], [-1.424, -0.338, 3.607], [-0.132, 0.153, 4.259], [0.655, 1.198, 3.459], [1.561, 0.679, 2.453], [2.860, 0.454, 2.660], [3.339, 0.404, 4.055], [4.610, 0.221, 4.526], [5.813, 0.025, 3.856], [6.015, -0.069, 2.431], [5.100, 0.055, 1.462], [3.649, 0.304, 1.514], [3.007, 0.424, 0.317], [3.671, 0.963, -0.848], [2.676, 1.648, -1.782], [1.755, 2.664, -1.103], [0.679, 1.985, -0.397], [-0.577, 2.472, -0.339], [-0.844, 3.805, -0.636], [-2.042, 4.526, -0.687], [-3.331, 4.086, -0.541], [-3.726, 2.764, -0.274], [-2.979, 1.654, 0.006], [-1.564, 1.467, 0.127], [-1.029, 0.350, 0.557], [-1.786, -0.778, 1.089], [-1.235, -1.290, 2.417], [-2.012, -0.844, 4.376], [-2.020, 0.531, 3.306], [-0.386, 0.613, 5.220], [0.516, -0.699, 4.486], [-0.063, 1.832, 2.926], [1.192, 1.862, 4.141], [2.572, 0.465, 4.812], [4.681, 0.220, 5.610], [6.698, -0.097, 4.465], [7.033, -0.275, 2.125], [5.470, -0.080, 0.454], [4.429, 1.696, -0.546], [4.191, 0.182, -1.420], [3.241, 2.161, -2.564], [2.054, 0.895, -2.274], [2.318, 3.299, -0.407], [1.332, 3.308, -1.879], [0.039, 4.401, -0.825], [-1.923, 5.582, -0.902], [-4.123, 4.812, -0.665], [-4.797, 2.595, -0.281], [-3.557, 0.754, 0.151], [-2.841, -0.540, 1.222], [-1.731, -1.583, 0.357], [-1.765, -2.227, 2.611], [-0.185, -1.557, 2.300], [-3.488, 1.129, -4.894], [-3.235, -0.113, -4.089], [-3.863, -1.316, -4.402], [-3.626, -2.460, -3.656], [-2.758, -2.400, -2.576], [-2.114, -1.217, -2.253], [-2.354, -0.085, -3.012], [-2.598, -3.850, -1.577], [-2.723, -4.984, -2.451], [-3.471, -3.746, -0.438], [-1.091, -3.731, -0.951], [0.090, -4.057, -1.748], [1.334, -3.661, -0.956], [1.239, -2.196, -0.577], [1.106, -1.347, -1.483], [1.263, -1.867, 0.648], [-4.162, 0.929, -5.727], [-2.557, 1.526, -5.300], [-3.935, 1.910, -4.277], [-4.544, -1.361, -5.243], [-4.106, -3.396, -3.910], [-1.398, -1.176, -1.447], [-1.833, 0.833, -2.762], [-1.084, -4.074, 0.002], [0.046, -3.474, -2.669], [0.106, -5.119, -2.007], [2.221, -3.803, -1.576], [1.444, -4.277, -0.062]],
  "homo_lumo_gap_ev": [5.3, 6.2],
  "total_energy_ha": -2325.55098,
  "spin_multiplicity": 5,
  "lumo_energy_ev": [-0.10, -1.66]
}

=====

Entry 4:
{
  "formula": "C32H39BrN10O4RbS",
  "method": "the ωB97M-V functional and the def2-TZVPD basis",
  "species": ["Rb", "N", "C", "C", "N", "C", "C", "N", "C", "C", "N", "H", "H", "H", "H", "H", "H", "H", "H", "H", "H", "H", "H", "H", "H", "H", "H", "H", "H", "N", "C", "C", "C", "C", "C", "C", "C", "C", "N", "C", "H", "H", "H", "H", "H", "H", "H", "H", "N", "C", "C", "C", "C", "C", "C", "S", "O", "O", "N", "C", "N", "C", "C", "C", "N", "H", "H", "H", "H", "H", "H", "H", "H", "H", "Br", "C", "C", "C", "C", "C", "C", "C", "O", "O", "H", "H", "H", "H"],
  "coordinates": [[-0.856, 0.701, 0.650], [-0.667, -2.559, 1.295], [0.452, -3.080, 2.092], [1.766, -3.043, 1.328], [2.301, -1.705, 1.171], [3.067, -1.537, -0.046], [2.216, -1.464, -1.306], [1.146, -0.496, -1.148], [2.977, -1.202, 2.354], [2.617, 0.241, 2.677], [3.087, 1.182, 1.657], [-1.093, -1.789, 1.803], [-1.389, -3.262, 1.203], [0.256, -4.114, 2.399], [0.536, -2.499, 3.015], [1.586, -3.464, 0.338], [2.502, -3.707, 1.824], [3.816, -2.347, -0.169], [3.616, -0.599, 0.041], [1.780, -2.438, -1.547], [2.907, -1.220, -2.131], [0.718, -0.269, -2.041], [1.549, 0.386, -0.839], [4.072, -1.323, 2.262], [2.677, -1.809, 3.212], [2.988, 0.489, 3.682], [1.530, 0.278, 2.730], [3.994, 1.566, 1.889], [2.456, 1.966, 1.547], [-1.889, -1.750, -1.876], [-2.659, -1.152, -2.839], [-3.996, -1.438, -3.001], [-4.744, -0.851, -4.040], [-4.182, 0.018, -4.928], [-2.812, 0.352, -4.786], [-2.148, 1.263, -5.641], [-0.843, 1.581, -5.415], [-0.180, 0.972, -4.327], [-0.747, 0.097, -3.543], [-2.050, -0.217, -3.747], [-2.368, -2.163, -1.094], [-0.992, -1.343, -1.638], [-4.478, -2.125, -2.317], [-5.795, -1.100, -4.120], [-4.764, 0.468, -5.721], [-2.698, 1.714, -6.460], [-0.314, 2.291, -6.035], [0.848, 1.236, -4.096], [-2.864, 7.204, -5.033], [-2.520, 6.285, -4.028], [-1.916, 6.722, -2.851], [-1.533, 5.815, -1.878], [-1.754, 4.459, -2.074], [-2.368, 4.017, -3.235], [-2.742, 4.922, -4.213], [-1.303, 3.280, -0.838], [-2.308, 2.231, -0.926], [-1.225, 3.982, 0.424], [0.067, 2.583, -1.244], [1.207, 3.300, -1.361], [1.230, 4.639, -1.198], [2.405, 5.236, -1.296], [3.587, 4.560, -1.545], [3.458, 3.187, -1.714], [2.306, 2.551, -1.638], [-3.046, 8.132, -4.683], [-3.622, 6.893, -5.621], [-1.746, 7.782, -2.699], [-1.068, 6.142, -0.961], [-2.568, 2.962, -3.357], [-3.217, 4.570, -5.121], [2.403, 6.316, -1.168], [4.540, 5.062, -1.613], [4.331, 2.574, -1.925], [-1.468, 6.778, 4.514], [-1.529, 4.910, 4.142], [-0.349, 4.226, 3.920], [-0.411, 2.865, 3.661], [-1.628, 2.200, 3.606], [-2.799, 2.921, 3.807], [-2.759, 4.275, 4.091], [-1.687, 0.723, 3.228], [-2.753, 0.330, 2.718], [-0.616, 0.074, 3.326], [0.597, 4.749, 3.935], [0.495, 2.297, 3.491], [-3.742, 2.399, 3.712], [-3.667, 4.840, 4.251]],
  "homo_lumo_gap_ev": 7.7,
  "charge": -1,
  "relative_energy_kj_mol": 122.20,
  "total_energy_ha": -5087.78809,
  "spin_multiplicity": 1,
  "lumo_energy_ev": 2.25
}

=====

Entry 5:
{
  "formula": "C32H39Cl2NO8PS2Ti",
  "method": "the ωB97M-V functional and the def2-TZVPD basis",
  "species": ["Ti", "C", "C", "C", "C", "C", "C", "C", "C", "C", "C", "H", "H", "H", "H", "H", "H", "H", "H", "H", "H", "H", "H", "H", "H", "Cl", "C", "C", "C", "Cl", "C", "O", "C", "C", "O", "C", "H", "H", "H", "C", "C", "C", "C", "O", "P", "O", "O", "O", "C", "C", "C", "C", "H", "H", "H", "H", "H", "H", "H", "H", "H", "H", "H", "H", "H", "H", "H", "H", "H", "H", "O", "S", "O", "N", "C", "S", "C", "C", "C", "C", "C", "C", "H", "H", "H", "H"],
  "coordinates": [[0.107, -0.143, 0.870], [-2.181, 3.533, -2.523], [-1.266, 2.312, -2.382], [-0.787, 1.840, -3.752], [-1.957, 1.230, -1.577], [-2.560, 0.126, -2.151], [-3.175, -0.852, -1.370], [-3.221, -0.755, 0.007], [-3.868, -1.799, 0.873], [-2.632, 0.373, 0.592], [-2.007, 1.345, -0.182], [-1.680, 4.333, -3.075], [-2.476, 3.924, -1.547], [-3.091, 3.262, -3.064], [-0.390, 2.622, -1.800], [-1.629, 1.708, -4.438], [-0.251, 0.891, -3.691], [-0.123, 2.588, -4.195], [-2.510, -0.030, -3.220], [-3.587, -1.726, -1.861], [-3.251, -2.015, 1.747], [-4.021, -2.726, 0.320], [-4.839, -1.458, 1.241], [-2.736, 0.532, 1.655], [-1.587, 2.225, 0.295], [5.221, 3.362, 4.591], [3.910, 2.809, 3.576], [3.047, 3.758, 3.034], [2.015, 3.296, 2.236], [0.916, 4.450, 1.538], [1.807, 1.941, 1.976], [0.776, 1.570, 1.220], [2.722, 0.987, 2.514], [2.654, -0.396, 2.212], [1.789, -0.923, 1.418], [3.770, 1.469, 3.334], [3.167, 4.814, 3.225], [3.402, -1.061, 2.636], [4.472, 0.765, 3.762], [2.387, 1.030, -1.866], [2.632, -0.350, -2.455], [3.393, -1.233, -1.476], [3.385, -0.233, -3.773], [1.349, -0.907, -2.830], [0.313, -1.856, -2.076], [-0.788, -2.156, -3.003], [-0.040, -1.193, -0.736], [1.132, -3.147, -1.607], [1.265, -4.373, -2.376], [1.682, -4.075, -3.813], [-0.056, -5.130, -2.331], [2.353, -5.149, -1.649], [3.335, 1.507, -1.611], [1.793, 0.980, -0.953], [1.860, 1.661, -2.585], [4.322, -0.728, -1.200], [3.644, -2.191, -1.929], [2.821, -1.415, -0.566], [4.369, 0.210, -3.608], [2.828, 0.394, -4.471], [3.515, -1.220, -4.221], [0.930, -3.463, -4.313], [1.791, -5.013, -4.362], [2.640, -3.553, -3.836], [-0.837, -4.551, -2.822], [-0.345, -5.307, -1.293], [0.051, -6.095, -2.832], [3.295, -4.596, -1.668], [2.507, -6.120, -2.124], [2.067, -5.306, -0.608], [-5.287, -0.327, 4.483], [-4.039, -0.156, 5.172], [-4.013, -0.358, 6.594], [-2.868, -1.070, 4.442], [-1.956, -0.329, 3.901], [-0.593, -1.002, 3.092], [-2.150, 1.151, 4.071], [-1.351, 2.201, 3.651], [-1.768, 3.497, 3.933], [-2.952, 3.738, 4.625], [-3.748, 2.683, 5.058], [-3.316, 1.407, 4.765], [-0.429, 2.022, 3.116], [-1.153, 4.327, 3.610], [-3.254, 4.757, 4.831], [-4.667, 2.853, 5.604]],
  "homo_lumo_gap_ev": [5.5, 5.5],
  "charge": -1,
  "relative_energy_kj_mol": 0.00,
  "total_energy_ha": -4807.40910,
  "spin_multiplicity": 1,
  "lumo_energy_ev": [1.96, 1.94]
}